Entry from OMol25: the ion C4H8N with charge +1 at a distorted geometry (the ωB97M-V functional and the def2-TZVPD basis).

Energy relative to the best compared isomer or geometry (same formula, charge and spin) = 279.9 kJ/mol
Gap between HOMO and LUMO = 7.6 eV
Electronic energy = -211.56448 a.u.
Lowest unoccupied orbital energy = -7.9 eV
E_HOMO = -15.50 eV
Total charge = +1

Atoms and positions in Å:
C1 0.544145 -0.614703 1.280921
C2 0.376283 0.449104 0.230820
C3 1.382060 1.129016 -0.392916
C4 -1.546877 -0.313038 -0.971897
N1 -0.782778 0.700115 -0.341518
H1 0.131185 -0.297725 2.237329
H2 1.613950 -0.770719 1.413637
H3 0.088320 -1.566701 1.004420
H4 1.091649 2.121538 -0.731525
H5 2.430669 0.868619 -0.310458
H6 -0.983795 -1.229993 -1.152950
H7 -1.921144 0.092798 -1.910676
H8 -2.423668 -0.568311 -0.355187

Forces on atoms 1 to 3 (eV/Å):
C 0.6392 -0.4083 -0.6987
C -0.4803 -1.9672 2.0126
C -0.7605 2.3934 1.1095

Löwdin atomic charge list, values in e, 5 entries: 0.02, -0.38, 0.29, -0.03, 0.19

Entry from OMol25: a cluster of 2 separate species, C4H8N in total at a distorted geometry (the ωB97M-V functional and the def2-TZVPD basis).

Energy relative to the best compared isomer or geometry (same formula, charge and spin) = 385.2 kJ/mol
Gap between HOMO and LUMO = 10.3 eV
Electronic energy = -211.52439 a.u.
Lowest unoccupied orbital energy = -4.8 eV
E_HOMO = -15.09 eV
Total charge = +1

Atoms and positions in Å:
C1 -0.991800 0.515043 1.299062
C2 -1.466318 0.516970 2.491045
C3 0.771862 0.891133 -0.581998
C4 0.422698 -1.335736 -1.302858
N1 1.195482 -0.334585 -0.496733
H1 -0.751068 0.188965 3.272552
H2 -2.473767 0.969272 2.904166
H3 0.014271 1.250935 -1.313081
H4 1.273217 1.629375 -0.014089
H5 0.973577 -2.190966 -1.457495
H6 -0.424130 -1.601946 -0.675103
H7 0.142417 -0.671201 -2.096914
H8 1.789429 -0.543938 0.238308

Forces on atoms 1 to 3 (eV/Å):
C -0.4843 0.1749 0.4172
C -1.5139 1.1162 1.1645
C 0.3089 -1.0754 -0.2109

Löwdin atomic charge list, values in e, 5 entries: 0.13, -0.09, 0.07, 0.03, -0.01